{"formula": "C8H10N2S2", "method": "ωB97M-V/def2-TZVPD", "species": ["C", "C", "C", "C", "C", "C", "C", "C", "N", "N", "S", "S", "H", "H", "H", "H", "H", "H", "H", "H", "H", "H"], "positions_angstrom": [[3.962, 0.425, 0.639], [3.595, -0.907, 0.578], [2.871, 1.334, 0.419], [2.284, -1.305, 0.208], [1.261, -0.258, 0.204], [-0.814, -1.502, 0.086], [-0.892, 0.981, 0.144], [-3.522, -0.740, 0.063], [1.648, 1.003, 0.236], [-0.158, -0.400, 0.145], [2.234, -3.024, -0.173], [-2.339, -2.033, 0.531], [5.048, 0.913, 0.737], [4.323, -1.750, 0.709], [3.084, 2.419, 0.378], [-0.100, -2.365, 0.026], [-0.157, 1.784, -0.185], [-1.725, 0.798, -0.635], [-1.253, 1.459, 1.106], [-3.293, 0.156, 0.470], [-4.528, -1.067, 0.400], [-3.553, -1.028, -1.022]], "multiplicity": 1, "orbital_gap_ev": [6.0, 6.0], "de_lowest_kj_mol": 405.1, "mol_weight_g_mol": 198.32, "total_charge": 0}